A molecular structure, C50H46F3N9O4Zr. Source: the Open Molecules 2025 dataset; level of theory: wB97M-V/def2-TZVPD.

Structure (XYZ):
```
113
Properties=species:S:1:pos:R:3:forces:R:3
Zr 0.10929 -0.00586 1.29483 1.32 -0.59 1.17
F -3.12621 1.11154 4.29843 0.17 0.00 0.08
F -4.27771 0.27874 2.67183 0.13 -0.08 -0.01
F -3.65521 -0.99006 4.29743 0.31 -0.14 -0.01
O -1.96131 0.12024 1.56533 -0.64 0.25 -0.54
O -0.97191 -0.66806 3.35713 0.02 -0.01 -0.17
O -0.93071 -4.35116 1.75873 0.74 -0.02 0.55
O 4.03549 0.42014 3.40243 -0.03 -0.86 0.33
N 0.30209 -3.33796 -1.02077 0.13 -0.37 0.08
N 1.99259 0.22394 -1.18067 0.76 0.17 -0.26
N 0.08069 1.64864 2.94003 -0.03 0.21 0.36
N 1.41429 -1.73896 2.38563 0.21 -0.20 0.12
N -0.90201 -2.18546 1.20793 0.80 -0.27 0.19
N -0.66601 2.75644 2.78613 0.21 0.44 0.24
N -0.16551 1.71384 0.12973 -0.04 -0.89 0.00
N 1.46399 -0.71686 -0.37237 -0.03 -0.39 -0.08
N 2.37899 0.70524 1.92203 -0.06 -0.69 0.49
C -2.12911 -4.17546 0.99033 -0.61 0.24 -0.64
C 4.93749 2.95794 -1.14557 0.09 -0.12 0.01
C 1.58429 1.49214 -3.14927 -0.20 0.05 0.17
C -5.17171 4.18274 1.50933 -0.06 0.11 0.02
C 2.79029 -3.67356 3.82813 -0.11 0.15 -0.11
C -1.39451 2.31064 0.48703 -0.89 1.12 0.49
C -2.48441 2.31084 -0.39637 0.21 -0.09 0.30
C -3.89551 -1.06496 -2.76637 0.00 0.00 -0.04
C 1.60279 -3.99166 3.18223 -0.09 0.35 -0.20
C 2.56179 3.58174 0.11733 0.19 -0.02 0.06
C -3.89091 3.50154 1.16243 0.26 -0.13 0.01
C -0.17401 -3.59706 -4.33757 0.02 -0.02 0.04
C -3.28561 0.02664 3.52743 -0.58 0.24 0.01
C -0.51371 3.59344 3.82673 0.44 -0.20 0.21
C 0.95179 -2.98856 2.46633 0.30 -0.36 0.39
C -2.03341 -1.21996 -1.24267 -0.08 -0.15 0.08
C 0.70079 1.78694 4.11973 -0.20 0.10 -0.13
C 2.90619 4.22264 -1.05977 0.05 0.08 0.03
C 1.25969 1.25224 -1.81117 -0.78 0.65 -0.19
C 3.25429 -0.08686 -1.52277 -0.12 -0.31 0.30
C 1.34919 2.73854 -5.30977 0.07 0.06 -0.05
C -2.24331 -2.63596 0.85143 -0.47 -0.03 0.05
C -2.60251 -0.72246 -2.40727 0.20 0.10 0.02
C -3.69181 2.88864 -0.07307 0.12 0.01 0.11
C -2.76801 -2.09586 -0.45227 0.07 -0.05 0.12
C 3.00549 -0.06726 2.73823 -0.17 0.52 -0.50
C -1.62721 2.86744 1.76043 -0.32 -0.03 -1.18
C 4.10439 3.92314 -1.68527 -0.06 0.03 -0.02
C 2.41709 -1.65606 -0.24577 0.19 0.00 -0.36
C 1.03139 2.53434 -3.86497 -0.04 0.02 0.27
C 0.36909 3.00364 4.71003 -0.10 -0.08 -0.26
C 2.57659 -1.45226 2.97333 0.14 -0.41 0.28
C -2.85231 3.45044 2.07883 0.10 -0.13 -0.16
C -4.06791 -2.43866 -0.81477 0.24 0.10 -0.05
C 0.27079 2.01134 -1.15447 0.82 0.31 -1.14
C -1.97991 -4.83916 -3.09507 0.09 0.05 0.05
C 4.18739 1.78714 3.00553 0.07 0.77 -0.37
C 0.31159 -5.86496 -3.29917 0.00 0.08 0.02
C 3.02169 2.02924 2.01023 0.00 0.51 -0.05
C 4.58009 2.29504 0.01733 0.00 0.13 0.03
C -1.96591 -0.22366 2.76763 -1.00 -0.38 1.55
C -4.63291 -1.92216 -1.96597 0.00 -0.05 0.01
C -0.47461 -4.55206 -3.17057 -0.27 -0.39 -0.81
C -0.04681 -3.89126 -1.96257 0.11 0.25 0.40
C 3.29909 -2.38396 3.72043 -0.28 0.11 -0.22
C 3.56349 -1.29886 -0.94307 -0.34 0.05 0.13
C 0.17579 3.39174 -3.17337 0.18 -0.20 -0.10
C -0.32021 -3.18086 1.76863 -0.55 0.58 -0.39
C 3.39939 2.61894 0.67113 -0.04 0.12 0.13
C -0.18871 3.13884 -1.87247 0.08 -0.27 0.31
H 1.66809 1.80544 -5.76707 0.02 -0.02 -0.11
H 1.37799 -5.66946 -3.38857 0.07 -0.03 0.00
H 0.14109 -6.50256 -2.43317 0.02 -0.03 0.04
H -4.63901 -3.10486 -0.18687 -0.14 -0.10 0.11
H -3.00731 3.84194 3.07363 -0.03 -0.01 0.10
H 5.88279 2.73284 -1.61427 0.10 -0.04 -0.10
H -0.99961 4.54734 3.86833 -0.16 0.11 -0.06
H 4.47799 -1.84886 -1.02397 0.17 -0.11 -0.03
H -4.50091 2.84974 -0.78567 -0.11 0.02 -0.10
H -2.92761 -2.27076 1.63783 0.14 -0.09 -0.11
H 1.64249 3.84174 0.62343 -0.08 0.04 0.07
H -2.29501 -5.28786 -4.03327 -0.05 -0.03 -0.09
H 3.85319 0.56144 -2.12747 -0.03 0.16 -0.17
H -0.01881 -6.40406 -4.18237 -0.04 -0.01 -0.13
H -2.03041 -0.06096 -3.04107 0.09 0.11 -0.07
H 1.35099 1.01814 4.50233 -0.02 -0.06 -0.04
H 2.29429 2.71994 2.45333 0.12 -0.18 -0.04
H 0.72119 3.40554 5.63833 0.04 0.03 0.16
H -1.99991 -4.67076 0.02473 0.04 0.06 0.13
H -2.95781 -4.62596 1.53333 0.10 0.03 -0.01
H -5.64421 -2.18596 -2.23297 -0.10 -0.02 -0.05
H -1.00961 -0.94496 -0.96477 -0.32 -0.18 -0.29
H -0.85541 3.82984 -1.38107 -0.04 0.01 0.01
H -4.32981 -0.66366 -3.66797 -0.04 0.05 -0.12
H 1.17419 -4.98116 3.23023 -0.02 -0.05 -0.02
H 2.23269 -2.58316 0.26223 -0.03 0.15 0.10
H -2.55081 -3.92766 -2.93117 -0.06 0.10 -0.01
H 4.11509 2.41304 3.89613 0.02 -0.10 -0.08
H 2.26439 0.81674 -3.64457 0.06 -0.09 -0.08
H 0.47729 3.11084 -5.84247 0.00 0.01 -0.10
H 5.24539 1.54504 0.41643 0.12 -0.12 0.10
H -5.04021 5.26114 1.41463 -0.12 0.06 0.01
H 4.22779 -2.10946 4.19733 0.03 0.10 -0.01
H -5.46211 3.97124 2.53483 -0.06 0.01 0.10
H 0.89039 -3.37816 -4.39237 0.08 0.01 -0.02
H -0.21701 4.26074 -3.67917 -0.11 0.12 -0.02
H 3.31069 -4.42526 4.40413 0.05 0.01 0.01
H 5.17779 1.90564 2.56093 -0.17 -0.02 0.06
H 4.39739 4.45754 -2.57577 0.03 0.03 -0.10
H -2.36561 1.82344 -1.35167 -0.02 0.00 -0.07
H -5.97931 3.87784 0.85003 -0.05 0.00 -0.04
H -0.71551 -2.65926 -4.21637 -0.04 0.03 0.00
H 2.25799 4.97984 -1.46857 -0.10 0.10 -0.06
H 2.15239 3.46564 -5.42967 0.03 0.05 -0.07
H -2.20521 -5.54306 -2.29727 -0.03 -0.08 0.09
H -0.48031 -4.05336 -5.27537 -0.04 -0.08 -0.06
```
Forces are in eV/Å.

Properties
energy	-83623.693	eV
max |F|	1.89	eV Å⁻¹
LUMO level	-6.023	eV
Kohn-Sham gap	6.17	eV
charge	+2